# 1
Entry from the OMol25 dataset: C6DyO6 as an isolated structure at a distorted geometry (wB97M-V/def2-TZVPD).

```
13
Properties=species:S:1:pos:R:3:forces:R:3
O 0.000 -0.001 -4.039 0.000 0.002 6.101
C 0.000 -0.001 -2.877 0.001 -0.003 -5.767
Dy 0.000 0.000 -0.018 -0.063 -0.019 -4.071
O -1.577 -2.657 0.091 1.860 3.051 -0.241
C -0.996 -1.679 0.014 -8.758 -14.460 0.478
C 0.996 1.679 0.013 8.774 14.473 0.470
O 1.576 2.658 0.089 -1.859 -3.044 -0.239
C -1.679 0.996 0.013 -14.648 8.244 0.789
O -2.657 1.577 0.090 3.013 -1.658 -0.312
C 1.680 -0.996 0.014 14.700 -8.242 0.794
O 2.658 -1.576 0.091 -3.024 1.656 -0.312
O -0.002 -0.001 3.534 0.004 0.001 -8.867
C -0.001 -0.001 2.342 0.000 -0.002 11.178
```
Positions in Å, forces in eV/Å.

## Properties
Spin multiplicity   6
Charge   +3
HOMO (alpha / beta)   -26.9 / -25.8 eV
LUMO energy (alpha / beta)   -18.02 / -17.72 eV
Total energy   -1563.384461 Eh

=====

# 2
Entry from the OMol25 dataset: a 6-piece molecular cluster, H12O6 overall (wB97M-V/def2-TZVPD).

```
18
Properties=species:S:1:pos:R:3:forces:R:3
O 0.122 0.751 -2.461 0.004 0.292 0.234
H -0.012 0.982 -3.385 -0.060 -0.099 0.018
H 0.399 1.571 -2.032 0.121 -0.023 -0.076
O 2.026 -0.640 1.111 0.070 0.029 0.210
H 1.142 -0.843 0.766 0.096 -0.162 -0.353
H 2.615 -0.703 0.352 -0.072 -0.040 0.003
O -0.522 -0.667 -0.094 -0.270 0.112 0.194
H -0.578 0.055 -0.739 0.186 -0.188 -0.159
H -0.888 -0.303 0.725 -0.112 -0.049 0.028
O -0.351 -2.700 -2.285 -0.092 0.027 0.016
H -0.555 -2.090 -1.561 0.079 -0.058 0.011
H -1.089 -3.316 -2.303 0.026 -0.001 0.007
O -1.366 0.894 2.383 -0.276 -0.039 -0.027
H -1.189 0.824 3.328 0.103 -0.041 -0.046
H -2.305 1.101 2.318 0.033 0.012 0.018
O 1.048 2.018 1.177 -0.163 -0.175 -0.153
H 0.133 1.973 1.487 0.238 -0.028 0.026
H 1.369 1.092 1.213 0.089 0.429 0.049
```
Positions in Å, forces in eV/Å.

## Properties
Structure (SMILES)   O.O.O.O.O.O
Charge   0
HOMO   -10.6 eV
LUMO energy   0.14 eV
Energy relative to the best compared isomer or geometry (same formula, charge and spin)   0.799 eV
Total energy   -458.643120 Eh

=====

# 3
Entry from the OMol25 dataset: FH16O8Y as an isolated structure at a distorted geometry (wB97M-V/def2-TZVPD).

```
26
Properties=species:S:1:pos:R:3:forces:R:3
Y 0.100 -2.584 -19.294 2.526 1.471 1.866
F 1.764 -2.000 -18.205 -1.854 -0.660 -1.740
O 4.070 -3.764 -18.615 -1.463 0.961 -1.631
H 4.335 -2.834 -18.527 0.642 -0.453 0.125
H 4.459 -4.361 -18.000 0.710 -0.294 0.871
O 2.726 -3.047 -16.063 -0.206 0.384 -0.423
H 2.610 -2.762 -16.996 0.472 -0.628 0.908
H 3.374 -2.431 -15.706 0.452 -0.180 0.129
O -0.851 -2.467 -17.216 -0.674 -1.414 -2.605
H -1.720 -2.721 -16.911 -0.569 -0.122 0.430
H -0.383 -2.025 -16.520 1.429 1.177 2.080
O 4.259 -1.018 -19.699 1.391 1.019 -1.745
H 4.665 -0.282 -20.273 -0.661 -1.773 1.328
H 3.468 -0.624 -19.372 -0.816 0.704 0.620
O 0.702 -1.514 -15.067 -1.260 1.220 -1.045
H 0.332 -2.286 -14.684 -0.601 -1.103 1.355
H 1.516 -1.867 -15.410 1.168 -0.522 -0.337
O 1.890 -3.802 -20.303 -3.133 -0.383 -0.663
H 1.731 -4.690 -20.715 0.944 0.949 0.422
H 2.742 -3.728 -19.850 1.507 -0.475 0.801
O 2.603 0.069 -16.798 -0.174 -0.011 -0.800
H 2.695 0.196 -15.838 -0.332 -0.677 -0.590
H 2.285 -0.798 -17.148 0.502 1.266 1.487
O -0.245 -0.207 -18.722 -1.500 -0.396 -4.391
H -0.625 0.457 -19.391 0.787 -1.106 1.462
H -0.093 0.284 -17.947 0.712 1.043 2.087
```
Positions in Å, forces in eV/Å.

## Properties
Charge   +2
HOMO   -17.2 eV
LUMO energy   -9.53 eV
Energy relative to the best compared isomer or geometry (same formula, charge and spin)   1.114 eV
Total energy   -749.217251 Eh

=====

# 4
Entry from the OMol25 dataset: one molecule with the formula C5H11N at a distorted geometry (wB97M-V/def2-TZVPD).

```
17
Properties=species:S:1:pos:R:3:forces:R:3
C 1.779 -1.184 2.082 0.138 -0.027 -0.052
C 0.867 -0.718 1.002 -0.845 -0.895 -0.295
C -0.249 -0.008 1.136 0.275 0.617 -0.060
N -1.105 0.366 0.077 0.396 0.140 0.293
C -0.477 0.912 -1.141 -0.937 0.015 -0.181
C -1.243 0.504 -2.390 0.189 -0.277 -0.013
H 1.426 -0.857 3.060 0.226 0.093 0.033
H 1.857 -2.275 2.094 -0.191 -0.002 0.020
H 2.799 -0.843 1.889 0.002 0.193 0.278
H 0.950 -1.225 0.045 0.450 0.204 -0.188
H -0.541 0.442 2.078 0.085 -0.228 0.288
H -1.743 1.052 0.453 -0.200 -0.126 -0.232
H 0.564 0.616 -1.184 0.114 0.082 0.035
H -0.572 1.995 -1.110 0.497 0.329 0.206
H -0.976 1.136 -3.237 -0.003 0.041 0.003
H -2.309 0.614 -2.188 -0.011 -0.075 -0.178
H -1.027 -0.528 -2.667 -0.185 -0.084 0.041
```
Positions in Å, forces in eV/Å.

## Properties
Structure (SMILES)   C/C=C/NCC
Charge   0
HOMO   -7.9 eV
LUMO energy   1.17 eV
Energy relative to the best compared isomer or geometry (same formula, charge and spin)   0.970 eV
Total energy   -251.826876 Eh

=====

# 5
Entry from the OMol25 dataset: one molecule with the formula C3H5NO2 at a distorted geometry (wB97M-V/def2-TZVPD).

```
11
Properties=species:S:1:pos:R:3:forces:R:3
O 1.011 1.363 0.397 -0.291 0.876 -0.405
C -0.104 1.492 -0.075 0.263 0.326 0.182
N -0.879 0.442 -0.479 0.005 0.039 0.154
C -0.158 -0.797 -0.481 0.332 0.746 -0.500
C 0.644 -0.945 0.700 -0.659 -1.725 0.284
O -0.513 -1.896 0.270 1.072 0.166 0.693
H -0.544 2.487 -0.198 -0.308 0.005 -0.048
H -1.763 0.586 -0.942 0.203 0.012 0.003
H 0.275 -1.037 -1.451 -0.043 -0.018 -0.046
H 0.323 -0.495 1.629 0.117 0.180 -0.295
H 1.708 -1.201 0.631 -0.692 -0.607 -0.022
```
Positions in Å, forces in eV/Å.

## Properties
Structure (SMILES)   O=CN[C@H]1CO1
Charge   0
HOMO   -9.9 eV
LUMO energy   0.83 eV
Energy relative to the best compared isomer or geometry (same formula, charge and spin)   2.449 eV
Total energy   -322.484346 Eh

=====

# 6
Entry from the OMol25 dataset: one molecule with the formula C2H4INO2 at a distorted geometry (wB97M-V/def2-TZVPD).

```
10
Properties=species:S:1:pos:R:3:forces:R:3
C -0.645 0.438 0.127 -1.986 -1.722 1.235
O 0.506 -0.404 0.244 -1.222 -0.177 0.731
C 1.586 0.184 -0.174 3.447 0.756 -0.066
O 1.750 1.310 -0.552 -1.112 1.261 -0.407
N 2.671 -0.642 -0.078 -0.447 -2.376 0.665
I 4.585 0.012 0.054 -0.763 -0.184 -0.061
H -1.453 -0.065 0.857 1.729 1.344 -1.959
H -0.877 0.387 -0.923 -0.927 0.049 -0.250
H -0.456 1.475 0.355 0.260 0.124 0.472
H 2.397 -1.552 0.346 1.023 0.925 -0.359
```
Positions in Å, forces in eV/Å.

## Properties
Structure (SMILES)   COC(=O)NI
Charge   0
HOMO   -9.2 eV
LUMO energy   -0.32 eV
Energy relative to the best compared isomer or geometry (same formula, charge and spin)   0.509 eV
Total energy   -581.513169 Eh

=====

# 7
Entry from the OMol25 dataset: a 2-piece molecular cluster, C5H10O2 overall (wB97M-V/def2-TZVPD).

```
17
Properties=species:S:1:pos:R:3:forces:R:3
C 0.409 -1.977 0.056 -0.033 -0.042 0.067
C -0.212 -1.382 -1.177 -0.337 0.124 0.149
O -1.326 -0.919 -1.252 0.473 -0.257 -0.005
O 0.638 -1.388 -2.222 -0.116 0.105 -0.149
H 0.860 -1.157 0.626 -0.060 -0.102 -0.096
H -0.368 -2.439 0.666 0.098 0.074 -0.082
H 1.188 -2.698 -0.195 -0.130 0.114 0.013
H 0.169 -0.953 -2.954 0.084 -0.056 0.077
C 1.157 1.669 0.279 -0.120 0.014 -0.001
C -0.173 1.641 0.246 0.149 0.031 -0.011
C -1.055 1.156 1.358 0.019 -0.035 0.045
H 1.711 1.343 1.159 -0.105 0.033 -0.114
H 1.744 2.025 -0.564 -0.113 -0.043 0.119
H -0.689 1.980 -0.653 0.097 -0.046 0.120
H -1.712 0.359 0.992 0.085 0.128 0.067
H -1.694 1.964 1.734 0.082 -0.116 -0.078
H -0.465 0.771 2.198 -0.072 0.073 -0.122
```
Positions in Å, forces in eV/Å.

## Properties
Structure (SMILES)   CC(=O)O.C=CC
Charge   0
HOMO   -9.6 eV
LUMO energy   0.82 eV
Energy relative to the best compared isomer or geometry (same formula, charge and spin)   1.059 eV
Total energy   -346.986514 Eh

=====

# 8
Entry from the OMol25 dataset: a 2-piece molecular cluster, C8H19N3O overall at a distorted geometry (wB97M-V/def2-TZVPD).

```
31
Properties=species:S:1:pos:R:3:forces:R:3
C 6.612 -1.385 -0.131 -0.111 0.153 -0.522
N 5.874 -0.694 0.633 0.299 0.081 0.034
N 5.655 0.605 0.218 -0.409 0.145 -0.387
C 4.497 0.879 -0.232 -0.314 -0.255 -0.325
C 3.325 -0.085 -0.344 0.432 0.277 0.068
N 2.076 0.683 -0.261 0.225 -0.483 -0.119
H 6.901 -2.384 0.185 -0.129 0.093 -0.024
H 6.932 -1.012 -1.125 0.016 -0.172 0.637
H 4.297 1.892 -0.612 0.263 -0.310 0.417
H 3.359 -0.594 -1.321 0.015 0.169 0.243
H 3.469 -0.858 0.427 -0.180 0.093 -0.131
H 1.923 0.991 0.691 -0.033 -0.012 0.049
H 1.298 0.081 -0.512 0.010 0.147 0.063
C -5.587 -1.147 -0.265 0.132 -0.918 -0.556
C -4.445 -0.275 0.194 0.700 0.259 -0.056
C -3.032 -0.910 0.045 -0.479 0.332 -0.245
C -1.940 0.049 0.519 -0.163 -0.542 0.339
O -1.974 1.194 -0.296 0.153 0.024 0.012
C -1.079 2.205 0.112 0.243 0.156 0.318
H -5.447 -1.500 -1.311 -0.083 0.316 0.525
H -6.546 -0.643 -0.202 -0.087 0.135 -0.017
H -5.652 -2.048 0.351 -0.041 -0.004 -0.015
H -4.589 -0.026 1.252 0.037 0.034 -0.055
H -4.475 0.672 -0.354 0.143 -0.092 0.079
H -3.004 -1.843 0.619 0.151 0.137 -0.008
H -2.821 -1.171 -1.009 -0.215 0.103 0.338
H -2.130 0.317 1.582 0.142 0.025 -0.352
H -0.947 -0.448 0.475 -0.265 0.215 -0.003
H -1.208 2.429 1.194 -0.001 -0.020 -0.453
H -1.332 3.098 -0.476 0.244 -0.269 0.217
H -0.011 1.927 -0.047 -0.695 0.182 -0.072
```
Positions in Å, forces in eV/Å.

## Properties
Structure (SMILES)   C=N/N=C\CN.CCCCOC
Charge   0
HOMO   -9.5 eV
LUMO energy   0.76 eV
Energy relative to the best compared isomer or geometry (same formula, charge and spin)   1.827 eV
Total energy   -555.630949 Eh

=====

# 9
Entry from the OMol25 dataset: one molecule with the formula C5H6ClF at a distorted geometry (wB97M-V/def2-TZVPD).

```
13
Properties=species:S:1:pos:R:3:forces:R:3
C 0.471 0.193 -1.924 1.801 2.223 -1.934
C -0.082 -0.249 -0.827 1.101 0.046 0.646
C 0.738 -0.241 0.413 -0.211 1.303 1.770
F 2.082 0.012 0.275 -0.392 -0.811 -0.277
C 0.162 0.406 1.733 2.515 0.333 0.207
C 0.215 -1.034 1.564 0.369 -2.903 -0.023
Cl 1.459 -1.856 2.522 -0.092 -0.017 0.116
H 0.053 0.316 -2.951 -0.008 -0.593 1.176
H 1.485 0.705 -1.814 -1.356 -0.979 -0.283
H -1.042 -0.700 -0.784 -0.755 -0.272 0.124
H -0.645 0.948 1.472 -3.169 1.416 -0.259
H 0.786 0.935 2.530 -0.471 -1.144 -1.528
H -0.609 -1.787 1.386 0.669 1.398 0.267
```
Positions in Å, forces in eV/Å.

## Properties
Structure (SMILES)   C=C[C@@]1(F)C[C@@H]1Cl
Charge   0
HOMO   -9.4 eV
LUMO energy   0.93 eV
Energy relative to the best compared isomer or geometry (same formula, charge and spin)   1.499 eV
Total energy   -754.086445 Eh